Record 1
ORCA calculation (the ωB97M-V functional and the def2-TZVPD basis) on C24H50Cl2MoO4P2Si2 as an isolated structure in a non-equilibrium geometry.

XYZ file:
```
85
C24H50Cl2MoO4P2Si2 the ωB97M-V functional and the def2-TZVPD basis
Mo 0.32996 -0.05152 -0.31877
C 2.07637 -0.15535 -1.77841
C 1.32399 -1.34897 -1.96632
C 0.06274 -0.93366 -2.54626
Si 2.03910 -3.00555 -1.45666
C 0.06212 0.47262 -2.66787
C 1.31719 0.98708 -2.16008
Si 2.02925 2.71727 -1.96637
H 3.06939 -0.11424 -1.33583
H -0.70676 -1.60024 -2.93172
H -0.70542 1.06394 -3.16344
Cl -3.63546 0.01644 2.31298
C 3.89374 2.78553 -1.85274
C 1.46978 3.82032 -3.36150
C 3.90294 -3.03919 -1.33403
C 1.49179 -4.32759 -2.64994
H 2.09978 3.59082 -4.23374
H 1.62098 4.87743 -3.10194
H 0.42175 3.68016 -3.64818
H 4.23593 2.26741 -0.94818
H 4.21605 3.83467 -1.77741
H 4.38038 2.33667 -2.72956
H 2.10481 -4.23190 -3.55828
H 0.43876 -4.25924 -2.94271
H 1.67003 -5.32509 -2.22631
H 4.38621 -2.74941 -2.27673
H 4.23246 -4.05631 -1.07680
H 4.24666 -2.36792 -0.53765
C 1.35567 3.24314 -0.27924
C 1.37084 -3.22485 0.29707
P -0.31020 2.53525 -0.02332
H 1.36370 4.34152 -0.22248
H 1.98760 2.83124 0.52836
P -0.29095 -2.48618 0.46114
H 2.00748 -2.68191 1.01812
H 1.38156 -4.29545 0.54404
C -0.87334 -2.99028 2.13496
C -1.38609 -3.57809 -0.61704
C -1.41900 3.44088 -1.25461
C -0.82532 3.25165 1.60468
C -0.58472 2.21194 2.68847
H -1.91304 3.40644 1.51845
C -0.14483 4.57275 1.97670
H 0.93171 4.41610 2.12531
H -0.58310 4.90923 2.92620
H -0.29007 5.36574 1.23502
H -1.20942 1.32453 2.55061
H -0.81287 2.62142 3.67580
H 0.45537 1.86512 2.71100
H -1.00724 3.14496 -2.23227
C -1.35839 4.96787 -1.12699
C -2.86110 2.94123 -1.15453
H -0.34156 5.37477 -1.22143
H -1.79253 5.29485 -0.17189
H -1.96592 5.39706 -1.93759
H -2.95261 1.88373 -1.43238
H -3.48428 3.53076 -1.84250
H -3.25700 3.08154 -0.13767
H -0.96000 -3.43524 -1.62169
C -2.83346 -3.07821 -0.62019
C -1.32623 -5.07072 -0.26033
H -0.31054 -5.49188 -0.28580
H -1.93409 -5.60593 -1.00533
H -1.76644 -5.25300 0.73003
H -2.92631 -2.08207 -1.07324
H -3.24525 -3.04938 0.40014
H -3.43455 -3.78783 -1.20913
C -0.82902 -1.80095 3.06651
C -0.09770 -4.15392 2.75706
H -1.93240 -3.26030 2.01909
H 0.94997 -3.84833 2.86844
H -0.14258 -5.08297 2.17808
H -0.51553 -4.33819 3.75613
H 0.20435 -1.49357 3.29041
H -1.26898 -2.07829 4.02931
H -1.37154 -0.92753 2.69230
C -3.38194 0.11395 0.54757
H -4.13951 0.08049 -0.32475
H -2.55786 -0.72919 0.38208
H -2.66732 0.99249 0.39428
O 1.21533 1.65269 5.12241
Cl 0.61480 0.30210 5.32708
O 1.33808 -0.66148 4.40556
O -0.84903 0.27650 5.01278
O 0.90284 0.22964 1.31368
```

- Spin multiplicity: 3
- Gap between HOMO and LUMO (spin up / spin down): 6.6 / 5.6 eV
- Expectation value of S²: 2.015

Electronic structure analysis, Löwdin charges in units of e: atom 1 (Mo): 1.24, atom 2 (C): -0.23, atom 3 (C): -0.38, atom 4 (C): -0.19, atom 5 (Si): 0.51, atom 6 (C): -0.18, atom 7 (C): -0.38, atom 8 (Si): 0.51, atom 9 (H): 0.12, atom 10 (H): 0.11, atom 11 (H): 0.11, atom 12 (Cl): 0.56, atom 13 (C): -0.17, atom 14 (C): -0.17, atom 15 (C): -0.17, atom 16 (C): -0.17, atom 17 (H): 0.04, atom 18 (H): 0.04, atom 19 (H): 0.02, atom 20 (H): 0.04, atom 21 (H): 0.05, atom 22 (H): 0.04, atom 23 (H): 0.04, atom 24 (H): 0.02, atom 25 (H): 0.04, atom 26 (H): 0.04, atom 27 (H): 0.05, atom 28 (H): 0.04, atom 29 (C): -0.39, atom 30 (C): -0.39, atom 31 (P): 0.98, atom 32 (H): 0.05, atom 33 (H): 0.07, atom 34 (P): 0.98, atom 35 (H): 0.07, atom 36 (H): 0.05, atom 37 (C): -0.53, atom 38 (C): -0.53, atom 39 (C): -0.53, atom 40 (C): -0.52, atom 41 (C): -0.17, atom 42 (H): 0.10, atom 43 (C): -0.11, atom 44 (H): 0.08, atom 45 (H): 0.09, atom 46 (H): 0.05, atom 47 (H): 0.02, atom 48 (H): 0.08, atom 49 (H): 0.05, atom 50 (H): 0.06, atom 51 (C): -0.11, atom 52 (C): -0.13, atom 53 (H): 0.07, atom 54 (H): 0.08, atom 55 (H): 0.09, atom 56 (H): 0.05, atom 57 (H): 0.09, atom 58 (H): 0.08, atom 59 (H): 0.06, atom 60 (C): -0.12, atom 61 (C): -0.10, atom 62 (H): 0.07, atom 63 (H): 0.09, atom 64 (H): 0.08, atom 65 (H): 0.05, atom 66 (H): 0.08, atom 67 (H): 0.09, atom 68 (C): -0.19, atom 69 (C): -0.10, atom 70 (H): 0.10, atom 71 (H): 0.08, atom 72 (H): 0.06, atom 73 (H): 0.09, atom 74 (H): 0.02, atom 75 (H): 0.09, atom 76 (H): -0.01, atom 77 (C): -0.55, atom 78 (H): 0.08, atom 79 (H): -0.01, atom 80 (H): -0.03, atom 81 (O): -0.53, atom 82 (Cl): 0.85, atom 83 (O): -0.56, atom 84 (O): -0.53, atom 85 (O): -0.50



Record 2
ORCA calculation (the ωB97M-V functional and the def2-TZVPD basis) on a 3-piece molecular cluster, C24H50ClFN7O12P3S2 overall in a non-equilibrium geometry.

XYZ file:
```
100
C24H50ClFN7O12P3S2 the ωB97M-V functional and the def2-TZVPD basis
H -6.12933 0.09840 -0.85295
N -5.84296 -0.34708 0.01427
C -4.83934 -1.10915 -0.17663
N -4.30788 -1.79783 0.90919
N -4.20613 -1.31443 -1.40526
C -3.16334 -2.32098 -1.60158
C -1.75530 -1.71878 -1.74173
C -1.56766 -0.41931 -0.95030
C -0.08654 -0.02500 -0.95314
C 0.30790 1.45763 -0.74200
C -0.13655 2.12849 -2.07230
N 0.67068 1.72107 -3.20265
C 0.02809 0.95979 -4.26831
C -0.45242 2.10285 0.51297
C -1.93165 2.47789 0.17010
C -2.51375 3.23799 -1.00046
O -3.14536 2.75740 -1.86755
F -2.43275 4.58637 -0.91203
C -0.48566 0.98326 1.64234
C -1.54929 0.58985 2.66797
O -1.23698 -0.04414 3.60251
Cl -3.29489 0.85015 2.43296
C 0.28225 3.36882 1.17126
C 0.02883 4.65843 0.33889
N 0.94062 5.80245 0.45827
P -0.64018 3.91984 2.82085
N 0.32324 5.22887 3.30835
O -0.33602 2.85354 3.98628
S 2.00477 3.01426 1.56713
O 2.91708 4.01232 1.11975
O 2.10127 2.60481 2.93952
O 2.25882 1.64248 0.79187
C 1.88715 1.50030 -0.60546
P 2.86121 2.77866 -1.63611
N 2.09374 4.09769 -2.00950
P 2.86687 -0.08697 -0.94896
O 4.30037 0.56115 -0.59350
O 2.52343 -1.02869 0.30429
S 2.94027 -0.93012 -2.66804
H -3.32144 -1.99616 0.86999
H -4.56874 -1.31553 1.75861
H -4.88595 -1.31704 -2.14920
H -3.38678 -2.84062 -2.53629
H -3.18858 -3.09624 -0.83481
H -1.56686 -1.49000 -2.79461
H -1.02287 -2.44977 -1.38813
H -1.93481 -0.58592 0.07041
H -2.22827 0.33277 -1.38467
H 0.31760 -0.33575 -1.91665
H 0.39637 -0.66381 -0.21418
H -0.15688 3.21334 -2.02466
H -1.16464 1.81230 -2.23777
H 1.14170 2.52900 -3.58679
H 0.45675 -0.04547 -4.35075
H 0.18308 1.44208 -5.23648
H -1.05013 0.86977 -4.11435
H -2.49396 1.54993 0.11556
H -2.32827 2.98607 1.05296
H -0.29864 0.01316 1.18324
H 0.38147 1.10286 2.28887
H -0.02060 4.38516 -0.70709
H -0.98174 4.98121 0.61195
H 0.47523 6.56257 0.93809
H 1.12241 6.15221 -0.47440
H -0.10739 6.11723 3.09407
H 1.29079 5.22840 3.00088
H 0.45767 3.05066 4.50099
H 3.25001 2.00743 -2.72917
H 4.02206 2.94485 -0.88882
H 2.57380 4.88787 -1.59151
H 5.01859 -0.05525 -0.82247
H 3.32106 -1.36852 0.73149
C -5.83038 -5.64983 5.81984
C -4.64580 -4.90845 5.23653
O -4.20416 -5.47394 3.99871
C -4.76964 -5.16435 2.80996
C -6.04413 -4.35455 2.77280
O -4.25435 -5.58957 1.81238
H -6.70302 -5.59020 5.16969
H -6.09677 -5.23012 6.79020
H -5.58363 -6.70324 5.95112
H -4.84580 -3.84246 5.12078
H -3.78469 -4.99947 5.89644
H -6.89153 -5.03391 2.68623
H -6.00830 -3.72175 1.88912
H -6.19697 -3.71381 3.63704
C 8.39492 -3.61542 -1.88931
C 6.93235 -3.24231 -2.00659
O 6.71087 -1.83874 -1.81770
C 6.84843 -0.93671 -2.81688
C 7.46464 -1.35042 -4.13098
O 6.50694 0.19328 -2.59618
H 8.99629 -3.14021 -2.66412
H 8.51514 -4.69527 -1.97676
H 8.78634 -3.29832 -0.92290
H 6.49552 -3.57158 -2.94968
H 6.35911 -3.71561 -1.21135
H 8.51929 -1.07770 -4.11587
H 6.96955 -0.78793 -4.91809
H 7.37515 -2.40843 -4.35908
```

- Gap between HOMO and LUMO: 9.0 eV
- SMILES: [H]/N=C(/N)NCCCC[C@@]1(CNC)[C@@](CC(=O)F)(CC(=O)Cl)[C@@](CN)(P(N)O)S(=O)(=O)O[C@@]1([PH2]=N)P(O)(O)=S.CCOC(C)=O.CCOC(C)=O

Atom charges from the Löwdin analysis, given in e for atoms 1 to 99: atom 1 (H): 0.03, atom 2 (N): 0.10, atom 3 (C): -0.58, atom 4 (N): 0.11, atom 5 (N): 0.04, atom 6 (C): -0.19, atom 7 (C): -0.16, atom 8 (C): -0.18, atom 9 (C): -0.18, atom 10 (C): -0.27, atom 11 (C): -0.20, atom 12 (N): -0.11, atom 13 (C): -0.10, atom 14 (C): -0.25, atom 15 (C): -0.09, atom 16 (C): -0.46, atom 17 (O): 0.17, atom 18 (F): 0.09, atom 19 (C): -0.09, atom 20 (C): -0.77, atom 21 (O): 0.07, atom 22 (Cl): 0.75, atom 23 (C): -0.43, atom 24 (C): -0.30, atom 25 (N): 0.01, atom 26 (P): 0.91, atom 27 (N): -0.13, atom 28 (O): -0.28, atom 29 (S): 0.62, atom 30 (O): -0.27, atom 31 (O): -0.27, atom 32 (O): -0.29, atom 33 (C): -0.45, atom 34 (P): 0.82, atom 35 (N): -0.25, atom 36 (P): 0.23, atom 37 (O): -0.25, atom 38 (O): -0.18, atom 39 (S): 0.36, atom 40 (H): 0.07, atom 41 (H): 0.04, atom 42 (H): 0.13, atom 43 (H): 0.12, atom 44 (H): 0.11, atom 45 (H): 0.11, atom 46 (H): 0.12, atom 47 (H): 0.09, atom 48 (H): 0.10, atom 49 (H): 0.07, atom 50 (H): 0.09, atom 51 (H): 0.09, atom 52 (H): 0.09, atom 53 (H): 0.07, atom 54 (H): 0.05, atom 55 (H): 0.08, atom 56 (H): 0.08, atom 57 (H): 0.07, atom 58 (H): 0.07, atom 59 (H): 0.11, atom 60 (H): 0.10, atom 61 (H): 0.07, atom 62 (H): 0.08, atom 63 (H): 0.06, atom 64 (H): 0.07, atom 65 (H): 0.04, atom 66 (H): 0.04, atom 67 (H): 0.07, atom 68 (H): 0.00, atom 69 (H): 0.03, atom 70 (H): -0.02, atom 71 (H): 0.06, atom 72 (H): 0.10, atom 73 (C): -0.07, atom 74 (C): -0.24, atom 75 (O): -0.01, atom 76 (C): -0.53, atom 77 (C): 0.01, atom 78 (O): 0.10, atom 79 (H): 0.07, atom 80 (H): 0.08, atom 81 (H): 0.08, atom 82 (H): 0.11, atom 83 (H): 0.12, atom 84 (H): 0.10, atom 85 (H): 0.07, atom 86 (H): 0.07, atom 87 (C): -0.06, atom 88 (C): -0.23, atom 89 (O): -0.02, atom 90 (C): -0.53, atom 91 (C): 0.02, atom 92 (O): 0.09, atom 93 (H): 0.07, atom 94 (H): 0.08, atom 95 (H): 0.08, atom 96 (H): 0.12, atom 97 (H): 0.12, atom 98 (H): 0.10, atom 99 (H): 0.10